Computed, not measured: a cluster of 3 separate species, C3H14NO2S2 in total in a non-equilibrium geometry, with ωB97M-V/def2-TZVPD.

Geometry as ORCA input:
```
! RIJCOSX wB97M-V def2-TZVPD def2/J DEFGRID3
* xyz 1 1
N -0.44 -1.24 -0.52
C 0.76 -0.59 0.16
C 1.73 -1.58 0.73
C 0.46 0.55 1.18
S -0.48 1.82 0.21
S -2.08 2.57 1.18
H -0.09 -2.13 -0.89
H -1.18 -1.46 0.15
H -0.77 -0.55 -1.18
H 1.21 0.05 -0.61
H 2.32 -2.16 0.02
H 2.54 -0.94 1.12
H 1.34 -2.20 1.53
H 0.14 0.08 2.13
H 1.41 1.01 1.49
H -1.67 3.77 1.61
H 2.75 0.51 -3.29
H 3.29 -0.99 -3.52
O 2.51 -0.39 -3.46
H -1.18 -5.15 -0.57
H -0.39 -4.90 0.71
O -0.55 -4.56 -0.17
*
```

Calculated values
Energy = -1124.05392 Eh
Highest occupied orbital energy = -12.8 eV
Lowest unoccupied orbital energy = -2.96 eV
Frontier orbital gap = 9.812 eV
Energy above the lowest of the compared OMol25 structures with the same formula, charge and spin = 1.130 eV